{
  "formula": "C34H46Cl63N6OS2",
  "method": "ωB97M-V/def2-TZVPD",
  "elements": ["H", "H", "Cl", "C", "C", "C", "Cl", "Cl", "Cl", "Cl", "Cl", "N", "H", "H", "H", "Cl", "C", "Cl", "Cl", "Cl", "Cl", "H", "Cl", "Cl", "H", "Cl", "Cl", "H", "C", "Cl", "H", "Cl", "Cl", "H", "C", "Cl", "C", "N", "Cl", "C", "C", "Cl", "H", "H", "Cl", "C", "H", "Cl", "H", "Cl", "H", "H", "Cl", "H", "C", "Cl", "Cl", "Cl", "C", "C", "C", "Cl", "Cl", "Cl", "Cl", "H", "H", "H", "H", "O", "H", "Cl", "H", "H", "S", "N", "Cl", "Cl", "Cl", "Cl", "H", "C", "H", "C", "H", "Cl", "C", "H", "H", "H", "Cl", "H", "Cl", "H", "Cl", "Cl", "Cl", "Cl", "H", "C", "H", "C", "H", "Cl", "H", "H", "Cl", "Cl", "C", "C", "Cl", "C", "C", "Cl", "C", "C", "H", "C", "C", "H", "H", "H", "C", "Cl", "Cl", "Cl", "H", "Cl", "N", "Cl", "H", "Cl", "H", "Cl", "Cl", "Cl", "Cl", "H", "Cl", "C", "N", "C", "C", "N", "C", "Cl", "Cl", "Cl", "S", "C", "H", "C"],
  "xyz": [[-2.554641, 3.252228, 0.669630], [2.580980, 2.465584, -3.327696], [-1.996519, 5.258317, -5.629913], [-3.469410, 2.708903, 0.474772], [-2.812630, -3.743109, 10.267664], [1.275099, 0.498690, -2.483618], [-0.135863, 3.078944, -6.102491], [3.775535, 2.020200, 6.544621], [-3.080931, -1.944661, 6.643604], [5.253852, -2.449247, -3.258373], [-4.427440, 0.612525, -3.518509], [1.762351, 2.204656, -0.745706], [0.017081, 1.380774, 1.569534], [-9.140750, 5.466878, -4.896808], [3.475677, -3.228928, -1.950248], [-4.245269, -2.832636, 9.785464], [-0.532851, -2.476820, -7.198893], [4.867364, 3.352142, -3.555167], [7.925638, 3.979721, 0.365375], [-9.898073, 7.466677, -3.953372], [-2.135852, -0.906097, -2.511325], [5.241926, -0.323189, -1.552224], [-8.365891, 0.357396, -5.689945], [-1.846554, 0.729085, -4.852521], [4.436344, 0.355551, 1.270549], [-7.429891, -5.148745, 3.889124], [-9.679868, 2.752076, -4.699702], [0.112663, -1.532081, -1.025870], [1.153580, -1.325878, -0.832268], [-1.354761, -2.768845, 10.065196], [1.773610, 0.435409, -3.450421], [-10.271381, -4.572599, 3.716462], [-3.049418, 1.321326, -0.535144], [9.990824, 3.417465, 1.308297], [0.021524, -5.683237, -1.301717], [-0.490695, -3.191554, -8.801383], [-7.626006, -8.615404, 0.059587], [-0.304518, 2.307594, -1.870554], [-7.186205, -10.298083, 0.349293], [-3.773122, 6.700506, 2.865221], [3.597546, 3.455900, 2.011837], [-9.151598, 3.635819, 1.748826], [-0.728558, 4.065637, -4.067396], [1.865842, 3.208023, -0.630615], [6.982542, -8.010854, -0.151548], [-2.979778, -0.274518, -3.951486], [1.181375, 4.380053, 1.534202], [-4.175873, 8.190989, 2.022202], [0.279563, 0.089629, -2.612796], [-7.854913, 5.661368, -2.954381], [2.701578, 0.939736, 2.805241], [4.353424, 2.431398, -0.540082], [7.527463, -6.347099, 2.165186], [5.944474, -8.054895, 1.944275], [2.063808, -5.367927, 3.805053], [3.374013, -4.621070, 2.871441], [-7.883353, 4.319515, 4.269984], [1.711022, -6.981986, 3.201897], [10.551510, 0.196205, -4.834565], [3.242589, -0.393722, -1.007978], [-8.715105, -4.459062, 2.898066], [-2.012871, -2.897946, 4.135320], [-9.234379, 1.782657, 3.982345], [7.471769, 2.087300, -3.344912], [0.898517, 1.766528, 6.858621], [6.165056, 0.706168, 1.072779], [-7.364296, 2.569016, 2.809022], [1.602855, 4.784803, 3.211956], [4.046804, -1.739005, 0.490263], [0.134175, 2.078291, 3.532088], [1.757502, -2.840860, 0.763833], [-5.234775, 5.834031, 3.312062], [1.676342, 3.780055, -2.827013], [1.157818, 1.891685, 0.008129], [3.755860, 4.899750, 1.266046], [1.647842, 2.802372, -3.096005], [10.461709, 3.636599, -0.971689], [1.402107, -4.651060, -0.838278], [0.360500, -7.368546, -0.937807], [-4.963037, -4.368009, 1.542487], [-0.842068, -5.376524, -0.724998], [1.120590, 1.972730, -2.034301], [-2.908969, -3.992055, 11.316016], [-2.346203, -1.460633, 5.122816], [-0.641929, 1.762105, -1.085177], [-2.525760, -3.830652, 0.043771], [-8.287069, 3.018238, 3.153124], [2.331888, 1.397048, 1.163564], [-3.234054, 6.956488, 3.767637], [-8.453688, -8.365883, 0.711326], [-7.477323, 1.595085, -3.216356], [-8.492825, -3.413952, 2.740549], [-3.385732, -0.301944, 4.279405], [-2.755534, -4.391719, 2.315248], [-0.331255, -5.436225, -3.008812], [0.814444, 5.575967, -4.965599], [4.816486, -5.116393, -2.188625], [0.619673, -4.353650, 3.774997], [-0.656146, 3.315660, 2.144240], [5.156411, 1.104772, 0.962760], [2.397471, -5.448474, 4.831813], [-3.247860, -4.712658, 1.406806], [5.930060, 1.808750, -0.888805], [9.231894, 1.390738, 0.400294], [-0.821867, 1.999432, -2.691031], [-0.209758, -1.446503, -7.274987], [-7.485107, 7.003915, -5.503584], [9.556134, -1.061358, -4.092310], [2.205353, 2.695972, 6.117118], [0.618695, 1.282823, 2.485165], [-2.172171, -2.485337, -6.538096], [6.303036, -7.268053, 1.294028], [4.440530, 0.410685, -1.436430], [-2.704020, 5.703855, 1.857251], [9.473077, 3.144521, 0.398371], [-8.659445, 6.294076, -4.393060], [4.216381, 0.814737, -2.422397], [4.952127, 1.529479, -0.492860], [2.088114, 1.617244, 2.204726], [6.873236, 3.959761, -4.626689], [-0.501906, 4.040700, 3.728486], [-3.267507, -1.113706, -4.569133], [1.343985, 3.973350, 2.533847], [2.920369, -3.978444, -4.079846], [-6.284541, -7.538144, 0.447614], [-8.773629, -5.247314, 1.319578], [-7.456382, 2.488910, -5.377165], [2.101951, 4.397580, 6.568876], [3.247013, -1.427410, -0.047086], [10.955656, 1.445396, -3.657222], [0.562072, 0.251700, 2.803020], [6.089994, 2.158139, -5.896199], [2.090875, 2.626943, 5.041733], [-4.575578, 3.789158, -0.368316], [-2.691116, -5.246519, 9.352872], [9.733752, 0.892917, -6.233618], [-2.977652, -6.441111, 1.211661], [11.471660, -0.259903, -5.174555], [-8.152613, -8.381205, -1.608172], [4.047109, -3.647751, -2.768481], [1.923505, -0.350703, -1.485147], [1.978542, -2.030734, 0.094171], [6.398064, 3.016085, -4.391972], [2.441536, 2.992528, 2.608283], [0.003953, 3.390412, 3.019044], [-4.120308, 2.139522, 2.014106], [4.930254, -6.236431, 0.870279], [0.558914, -3.307954, -6.085396], [5.118008, 2.469375, 2.173475], [-8.154378, 1.875485, -4.822107], [-1.401392, -0.980887, 5.336253], [-0.539606, 4.449442, -5.062920]],
  "atomic_forces_ev_per_a": [[-0.0157, 0.0523, 0.0650], [-0.2181, 0.4410, -0.1305], [0.0296, -0.0271, 0.0234], [-0.1127, 0.0154, -0.0329], [0.0309, -0.0002, -0.0970], [0.5058, 0.1562, 0.0283], [0.1130, 0.1038, -0.1724], [0.0176, 0.0082, -0.0314], [0.0707, 0.0102, 0.0108], [0.0163, 0.0114, -0.0501], [0.1277, -0.1344, -0.1488], [0.2186, -0.0338, -0.4336], [-0.2916, 0.1800, 0.1299], [0.0043, -0.0097, 0.0087], [-0.0017, 0.0184, -0.0301], [-0.0149, -0.0025, 0.0385], [0.0412, -0.0158, 0.0247], [0.1526, 0.2114, -0.0038], [-0.0823, 0.0191, 0.0595], [0.0101, -0.0312, -0.0097], [-0.2356, -0.3611, -0.0437], [-0.0079, 0.0590, -0.1400], [0.0192, 0.0315, 0.0110], [-0.0972, 0.0602, -0.0679], [-0.0551, -0.1772, 0.0986], [-0.0235, -0.0082, 0.0564], [-0.0380, -0.0219, -0.0338], [0.1286, 0.2764, -0.2557], [2.4993, -1.2559, 2.1168], [-0.0104, -0.0038, 0.0308], [0.2387, -0.0585, 0.1007], [0.0327, 0.0192, -0.0184], [-0.1226, -0.0067, 0.2012], [0.0029, -0.0440, 0.0139], [0.1536, -0.3062, -0.2043], [-0.0069, 0.0051, 0.0679], [0.0132, -0.0357, -0.0234], [0.5755, -0.0129, -0.2143], [-0.0149, 0.0244, 0.0102], [-0.1665, 0.1721, -0.0465], [0.3499, -0.3126, -0.3507], [0.0361, 0.0105, -0.0349], [0.0399, 0.0014, 0.0007], [0.0497, 0.0727, 0.1043], [0.0114, -0.0275, 0.0072], [0.0306, 0.1510, 0.0387], [0.3754, 0.0448, -0.0588], [0.0526, 0.0425, -0.0068], [0.0825, -0.1709, -0.1025], [0.0068, -0.0625, -0.0031], [0.0588, 0.0932, 0.0804], [-0.3538, -0.1068, -0.1204], [-0.0243, 0.0003, 0.0260], [-0.0207, 0.0047, -0.0005], [-0.0332, -0.0035, -0.1064], [-0.3319, 0.2916, 0.4002], [-0.0437, 0.0297, 0.0752], [0.0316, 0.0528, -0.0176], [-0.0628, 0.0780, -0.0024], [-2.3140, -1.5596, 0.9857], [-0.1014, -0.1326, 0.0600], [-0.1751, 0.3176, -0.0127], [0.0323, -0.0634, -0.0425], [-0.0356, 0.0768, -0.0289], [0.0132, 0.0204, 0.0144], [-0.0109, -0.0515, 0.2854], [0.0058, -0.0007, 0.0068], [0.2367, 0.1871, -0.2846], [0.1056, 0.2968, -0.2604], [-0.2448, 0.1477, -0.0437], [0.1605, 0.1522, 0.1651], [0.1675, -0.0832, -0.0502], [0.0155, 0.0016, -0.0688], [-0.0711, 0.1089, -0.2885], [0.0769, 0.0962, 0.1796], [0.1632, -0.7105, 0.3707], [0.1028, 0.0121, 0.0055], [-0.3916, -0.6307, -0.0293], [0.0048, 0.0666, -0.0279], [0.1334, 0.0947, -0.0274], [0.1715, 0.0017, -0.0109], [-0.8487, 0.8136, 0.0209], [-0.0026, 0.0044, -0.0007], [-0.3791, 0.0857, 0.2349], [-0.3469, 0.0998, -0.0661], [-0.1034, 0.2841, 0.0530], [-0.0934, -0.0394, 0.0075], [0.1754, 0.1904, 0.2574], [0.0368, -0.0384, -0.0088], [0.0060, 0.0057, 0.0037], [-0.0898, 0.0613, 0.0901], [0.0060, 0.0714, -0.0180], [0.2745, -0.2488, -0.0484], [-0.0488, 0.0068, -0.1231], [-0.1073, -0.0161, 0.0527], [0.0059, 0.0203, 0.0073], [-0.0148, 0.1318, -0.1684], [0.2360, -0.0718, -0.0008], [-0.1746, 0.1126, 0.0358], [-0.5191, 0.2628, -0.2996], [0.0013, 0.0125, -0.0156], [-0.1448, -0.1845, -0.0122], [-0.0512, 0.0854, -0.0642], [0.0034, -0.0408, 0.0047], [-0.1060, 0.0811, 0.0537], [-0.0142, 0.0012, 0.0099], [-0.0035, -0.0348, -0.0093], [0.0112, -0.0201, 0.0055], [-0.0556, -0.0838, -0.0425], [0.5739, -0.0119, 0.2329], [-0.1105, -0.0864, -0.1202], [0.0711, 0.0441, -0.1316], [-0.3676, -0.3069, 0.5317], [0.1327, 0.0491, 0.1289], [-0.0813, 0.0744, -0.1524], [0.0055, 0.1193, 0.0231], [0.1151, 0.0490, -0.0469], [0.2761, 0.0294, -0.0409], [0.5096, -0.9249, 0.8570], [-0.0385, 0.0293, 0.0662], [0.2035, -0.1891, 0.2799], [0.0958, -0.0710, 0.0637], [-0.5987, -0.0803, 0.9437], [0.1817, 0.0243, 0.0616], [0.0682, -0.0694, -0.0167], [-0.0361, 0.0963, -0.0285], [0.0010, 0.0028, 0.0063], [-0.0109, 0.0062, -0.0503], [-1.4350, 1.1018, -1.4915], [0.0430, -0.0709, -0.0063], [-0.1130, -0.3217, 0.0510], [-0.0019, 0.0218, 0.0084], [-0.0036, -0.0035, 0.0429], [-0.0118, -0.2069, 0.0705], [-0.0054, 0.0108, 0.0209], [0.0231, -0.0113, 0.0012], [0.1259, -0.0466, -0.0014], [-0.0075, -0.0180, 0.0072], [-0.0175, 0.0205, 0.0260], [-0.0314, -0.1602, -0.0604], [1.4843, -1.7222, 1.6766], [-0.3170, 3.4286, -2.6271], [0.0272, -0.2756, -0.0141], [-0.3295, 0.4916, -1.5552], [-0.2263, -0.2342, -0.6267], [-0.0278, 0.2331, -0.0574], [0.2924, -0.4404, -0.1233], [-0.0593, 0.0845, -0.0934], [0.1588, -0.0924, 0.4611], [0.0036, -0.0034, -0.0047], [0.0610, 0.0401, -0.0546], [-0.0622, -0.0279, 0.0495]],
  "homo_lumo_gap_ev": 8.0,
  "homo_energy_ev": -10.5,
  "total_charge": 1,
  "spin_multiplicity": 1,
  "e_tot_ev": -857567.9424
}